[1]
{"formula": "C6H16Si", "method": "wB97M-V/def2-TZVPD", "elements": ["C", "C", "C", "C", "C", "C", "Si", "H", "H", "H", "H", "H", "H", "H", "H", "H", "H", "H", "H", "H", "H", "H", "H"], "xyz": [[-2.1634, 0.3731, -0.9982], [-0.7926, -1.3887, 0.2009], [-1.3025, 0.8140, 1.3448], [2.6756, -1.1747, -0.1312], [0.8057, 1.1925, -0.8722], [-1.1568, 0.0533, 0.0640], [2.2876, 0.6725, 0.1155], [-1.9714, -0.1897, -1.9078], [-2.1726, 1.4338, -1.2355], [-3.1647, 0.1082, -0.6389], [-1.6956, -1.9671, 0.4223], [-0.3668, -1.7853, -0.7160], [-0.0851, -1.5352, 1.0114], [-1.4629, 1.8738, 1.1622], [-2.1636, 0.4371, 1.9071], [-0.4205, 0.6983, 1.9686], [2.2078, -1.7910, 0.6301], [2.3312, -1.5334, -1.0960], [3.7444, -1.3584, -0.0775], [0.6908, 0.8190, -1.8781], [0.4140, 2.1868, -0.7517], [3.5043, 1.4155, -0.2687], [2.0792, 0.9300, 1.5504]], "forces_ev_per_angstrom": [[0.11, 0.00, 0.06], [0.05, 0.10, -0.03], [0.01, -0.02, -0.08], [-0.09, 0.41, 0.14], [-1.92, -1.73, 1.43], [2.24, 1.51, -0.99], [-0.25, -0.60, -0.50], [-0.01, -0.03, -0.10], [-0.01, 0.07, 0.00], [-0.07, -0.07, 0.01], [-0.09, -0.06, 0.08], [0.01, -0.06, -0.10], [0.06, -0.09, 0.07], [-0.03, 0.07, -0.01], [-0.10, -0.06, 0.05], [0.06, -0.01, 0.10], [-0.11, -0.06, 0.11], [-0.07, 0.01, -0.21], [0.19, 0.04, 0.02], [0.09, -0.05, -0.27], [-0.10, 0.37, 0.02], [0.14, 0.18, -0.04], [-0.08, 0.08, 0.23]], "e_lumo_ha": [0.0215, 0.0215], "orbital_gap_ev": [8.41, 8.41], "homo_energy_ev": [-7.83, -7.83], "de_lowest_kj_mol": 255.79}

---

[2]
{"formula": "C25H32N3O2S", "method": "wB97M-V/def2-TZVPD", "elements": ["C", "C", "N", "C", "C", "H", "H", "H", "H", "H", "C", "H", "H", "C", "N", "C", "O", "C", "C", "C", "C", "C", "C", "H", "H", "C", "C", "C", "C", "H", "H", "H", "H", "H", "H", "H", "H", "H", "C", "N", "C", "C", "C", "C", "C", "C", "S", "H", "O", "C", "H", "H", "H", "H", "H", "H", "H", "H", "H", "H", "H", "H", "H"], "xyz": [[2.2849, 3.7606, -1.8288], [0.8448, 3.7314, -1.3324], [0.6907, 2.8535, -0.1636], [1.0551, 3.5414, 1.0831], [1.5135, 2.5805, 2.1738], [1.7245, 3.1460, 3.0769], [2.4220, 2.0611, 1.8799], [0.7533, 1.8415, 2.4153], [1.8739, 4.2261, 0.8607], [0.2098, 4.1425, 1.4435], [-0.6496, 2.2653, -0.0887], [-0.8255, 1.9370, 0.9370], [-1.4148, 3.0122, -0.3366], [-0.8067, 1.0603, -1.0297], [-0.3996, -0.2109, -0.4403], [-1.2625, -1.3070, -0.2816], [-0.7633, -2.3970, -0.0796], [-2.7108, -1.0968, -0.3647], [-3.3687, -0.0513, 0.2890], [-4.7453, 0.0471, 0.2285], [-5.4849, -0.9004, -0.4878], [-4.8326, -1.9536, -1.1120], [-3.4579, -2.0620, -1.0429], [-2.9441, -2.8839, -1.5162], [-5.4031, -2.6977, -1.6464], [-6.9644, -0.7188, -0.5007], [-7.4957, -0.5261, 0.9296], [-6.6324, 0.4354, 1.7654], [-5.5286, 1.1049, 0.9352], [-4.8869, 1.7056, 1.5811], [-5.9872, 1.7706, 0.1987], [-7.2548, 1.2088, 2.2152], [-6.1555, -0.1143, 2.5784], [-7.5272, -1.5002, 1.4185], [-8.5203, -0.1597, 0.8684], [-7.2002, 0.1731, -1.0890], [-7.4596, -1.5684, -0.9703], [-2.8124, 0.6573, 0.8850], [0.9282, -0.4630, -0.2709], [1.8408, 0.4913, -0.3283], [3.1264, 0.0351, -0.1309], [4.2947, 0.7847, -0.1159], [5.4948, 0.1410, 0.0995], [5.5501, -1.2485, 0.3019], [4.3700, -1.9982, 0.2899], [3.1729, -1.3512, 0.0737], [1.5536, -2.0398, 0.0177], [4.4205, -3.0622, 0.4473], [6.6766, -1.9446, 0.5146], [7.9218, -1.2769, 0.5393], [7.9648, -0.5410, 1.3469], [8.6624, -2.0531, 0.7207], [8.1340, -0.7916, -0.4172], [6.4001, 0.7249, 0.1102], [4.2655, 1.8512, -0.2716], [-1.8510, 0.9551, -1.3236], [-0.2116, 1.2177, -1.9352], [1.5485, 1.5318, -0.3342], [0.2052, 3.3595, -2.1351], [0.5103, 4.7480, -1.0904], [2.6044, 2.7710, -2.1478], [2.3593, 4.4334, -2.6781], [2.9638, 4.1176, -1.0589]], "forces_ev_per_angstrom": [[-0.30, 0.06, 0.05], [0.19, 0.08, -0.19], [-0.01, 0.14, -0.03], [0.09, -0.05, 0.28], [-0.08, 0.22, -0.16], [0.03, -0.01, 0.12], [0.10, -0.07, 0.01], [-0.07, -0.11, 0.06], [-0.08, 0.04, -0.03], [0.04, 0.05, -0.09], [-0.11, -0.09, -0.10], [-0.07, 0.02, -0.04], [0.05, -0.01, 0.05], [-0.17, 0.51, -0.02], [0.13, -0.12, 0.09], [0.07, -0.28, 0.08], [-0.53, 0.09, -0.11], [-0.60, -0.10, -0.02], [0.05, -0.24, -0.13], [0.06, 0.05, -0.04], [0.19, -0.06, -0.07], [-0.04, 0.08, 0.06], [0.31, 0.16, 0.05], [0.04, -0.11, -0.04], [-0.07, -0.08, -0.07], [-0.16, -0.05, 0.09], [-0.06, -0.03, -0.04], [-0.01, 0.13, 0.04], [-0.08, -0.03, 0.18], [0.01, 0.06, -0.07], [0.03, 0.08, 0.00], [0.01, -0.03, 0.07], [-0.02, 0.05, 0.04], [-0.08, 0.01, -0.01], [-0.02, -0.06, 0.03], [-0.04, -0.03, -0.06], [0.01, 0.05, -0.08], [0.07, 0.15, 0.06], [0.31, -0.16, 0.04], [-0.63, -0.28, -0.12], [0.79, -0.63, 0.12], [-0.32, -0.09, -0.01], [0.25, -0.19, 0.07], [-0.51, 0.11, -0.07], [0.30, 0.06, 0.02], [-0.26, 0.59, -0.10], [0.83, 0.13, 0.06], [0.05, -0.18, 0.03], [-0.13, -0.27, 0.03], [0.26, 0.12, 0.01], [-0.02, -0.02, -0.03], [-0.03, 0.10, -0.02], [-0.03, -0.01, 0.03], [0.10, 0.04, 0.00], [0.03, 0.16, -0.03], [0.23, 0.02, -0.03], [-0.07, -0.03, 0.01], [-0.15, 0.06, 0.02], [-0.04, 0.04, 0.04], [-0.11, -0.07, 0.00], [0.06, -0.10, -0.06], [0.09, 0.06, -0.09], [0.11, 0.05, 0.07]], "e_lumo_ha": -0.1020, "charge": 1, "orbital_gap_ev": 8.27, "homo_energy_ev": -11.04, "de_lowest_kj_mol": 0.00}

---

[3]
{"formula": "C10H25BIO4S", "method": "wB97M-V/def2-TZVPD", "elements": ["O", "C", "I", "C", "B", "O", "S", "H", "H", "H", "H", "H", "C", "C", "O", "C", "C", "H", "H", "H", "H", "H", "H", "H", "H", "H", "H", "C", "C", "O", "C", "C", "H", "H", "H", "H", "H", "H", "H", "H", "H", "H"], "xyz": [[-0.5647, -1.5640, 4.6838], [-0.6334, -0.4929, 3.8793], [-0.8944, 1.5415, 4.6997], [-0.4832, -0.7885, 2.2502], [1.0902, -0.6384, 1.7916], [1.9152, -1.7421, 2.3211], [1.3691, -0.5554, -0.0632], [-0.8623, -1.8881, 1.9829], [-1.1625, 0.0031, 1.7172], [1.5015, 0.3610, 2.2525], [1.6849, -1.9294, 3.2864], [0.1616, -0.1822, -0.7133], [2.2256, -4.7199, -3.0158], [1.1020, -4.2481, -2.1080], [0.1571, -3.4079, -2.7588], [-0.5461, -3.9739, -3.8636], [-1.3704, -5.1953, -3.4963], [2.7360, -3.8655, -3.4704], [2.9545, -5.3079, -2.4505], [1.8502, -5.3461, -3.8304], [1.5364, -3.6596, -1.2931], [0.5932, -5.0969, -1.6365], [0.1479, -4.1963, -4.6800], [-1.2221, -3.1950, -4.2335], [-0.7390, -6.0197, -3.1512], [-1.9366, -5.5490, -4.3626], [-2.0698, -4.9606, -2.6878], [-1.4324, 5.2581, -0.3924], [-1.8031, 4.7579, 0.9938], [-0.8138, 3.9236, 1.5831], [0.4716, 4.5066, 1.7910], [0.4482, 5.7132, 2.7131], [-1.2085, 4.4177, -1.0563], [-2.2526, 5.8403, -0.8225], [-0.5456, 5.8980, -0.3667], [-2.7147, 4.1562, 0.9147], [-2.0431, 5.5924, 1.6630], [0.9357, 4.7519, 0.8308], [1.0947, 3.7300, 2.2483], [-0.1349, 6.5354, 2.2874], [1.4635, 6.0801, 2.8882], [-0.0062, 5.4557, 3.6749]], "forces_ev_per_angstrom": [[-0.38, 7.13, -4.20], [0.55, -7.95, 1.38], [0.18, -0.93, -0.44], [-2.38, 0.60, 0.71], [-0.25, -0.28, 1.63], [-0.44, -0.96, 1.63], [-0.95, 0.13, -2.22], [0.59, 2.33, 1.09], [1.22, -1.38, 0.95], [0.27, 1.27, 0.39], [0.40, 0.54, -2.11], [1.28, -0.50, 1.18], [-0.07, -0.06, -0.27], [0.15, 0.08, 0.17], [-0.23, -0.01, -0.32], [0.12, 0.16, 0.39], [0.05, -0.22, 0.14], [-0.03, -0.05, 0.13], [-0.08, 0.10, -0.01], [0.06, -0.06, 0.05], [-0.30, 0.15, -0.17], [0.02, -0.07, -0.08], [0.03, -0.12, -0.05], [0.21, 0.05, 0.19], [-0.06, 0.05, -0.09], [0.02, 0.05, 0.05], [0.06, 0.03, -0.12], [0.22, 0.07, -0.09], [0.17, -0.13, 0.04], [-0.06, 0.09, -0.02], [-0.08, -0.19, 0.11], [-0.21, 0.20, -0.01], [-0.07, 0.06, 0.09], [0.04, -0.06, 0.05], [-0.11, 0.01, -0.01], [0.24, -0.11, 0.15], [0.03, 0.09, -0.05], [0.00, 0.08, -0.02], [-0.32, -0.07, -0.17], [0.10, 0.01, 0.01], [-0.07, -0.07, -0.01], [0.10, -0.04, -0.09]], "e_lumo_ha": 0.0926, "charge": -1, "orbital_gap_ev": 6.59, "homo_energy_ev": -4.07, "de_lowest_kj_mol": 209.65}

---

[4]
{"formula": "C17H54N11O12", "method": "wB97M-V/def2-TZVPD", "elements": ["O", "C", "O", "O", "H", "C", "O", "N", "N", "H", "H", "H", "H", "C", "O", "N", "N", "H", "H", "H", "H", "C", "O", "N", "N", "H", "H", "H", "H", "C", "O", "N", "N", "H", "H", "H", "H", "C", "C", "C", "O", "C", "N", "H", "H", "H", "H", "H", "H", "H", "H", "H", "H", "H", "C", "C", "C", "O", "C", "N", "H", "H", "H", "H", "H", "H", "H", "H", "H", "H", "H", "C", "C", "C", "O", "C", "N", "H", "H", "H", "H", "H", "H", "H", "H", "H", "H", "H", "O", "H", "H", "O", "H", "H"], "xyz": [[25.3276, -0.1902, 5.1227], [24.5789, 0.9140, 5.2920], [24.7153, 1.6810, 6.2605], [23.6654, 0.9581, 4.4286], [24.9704, -0.4491, 4.2612], [21.5852, 3.8616, 6.8900], [20.6856, 4.5706, 7.2588], [21.5709, 3.0779, 5.7983], [22.7672, 3.7815, 7.5047], [20.6764, 2.9430, 5.3535], [22.2200, 2.3355, 5.5754], [23.4520, 3.2054, 7.0460], [22.9153, 4.2392, 8.3877], [29.7768, 1.9636, 5.7514], [29.6996, 2.8829, 6.5593], [30.8951, 1.3147, 5.4739], [28.7431, 1.3670, 5.1722], [30.8901, 0.4517, 4.9630], [31.7222, 1.6974, 5.9035], [28.8989, 0.6486, 4.4894], [27.8732, 1.8782, 5.2017], [26.9084, 4.3388, 8.0947], [25.9722, 4.9784, 8.5111], [26.7878, 3.1059, 7.6235], [28.2036, 4.6820, 8.1930], [25.8996, 2.6710, 7.4206], [27.6604, 2.7020, 7.3225], [28.4216, 5.6228, 8.4755], [28.8901, 4.1660, 7.6617], [27.1768, -1.8760, 7.6522], [27.8031, -2.6478, 8.3662], [27.3237, -1.6279, 6.3528], [26.1578, -1.1273, 8.1578], [28.0256, -2.1143, 5.8226], [26.5692, -1.0744, 5.9546], [25.6014, -0.4977, 7.6053], [25.9613, -1.2036, 9.1414], [25.0371, -3.2017, 4.2889], [25.5962, -4.6707, 4.4108], [24.8725, -5.3386, 5.5288], [25.4972, -6.5848, 5.8447], [26.5819, -6.3074, 6.7805], [25.3513, -5.4009, 3.1474], [25.6511, -2.5167, 3.7041], [25.0683, -2.9090, 5.3372], [24.0808, -3.3018, 3.7761], [26.6267, -4.6534, 4.7716], [23.8380, -5.5179, 5.2177], [24.6774, -4.6664, 6.3689], [26.8714, -7.2973, 7.1325], [26.3290, -5.6812, 7.6363], [27.4684, -5.8669, 6.3218], [24.8473, -6.2275, 3.4495], [24.6093, -4.8574, 2.7222], [26.1794, 0.8617, 1.5549], [25.9716, 2.4172, 1.6280], [26.2217, 3.1541, 0.2417], [26.1955, 4.5823, 0.3455], [26.2959, 5.2517, -0.8818], [24.5671, 2.6303, 1.9853], [27.2119, 0.6530, 1.2583], [25.5911, 0.5315, 0.6970], [25.9981, 0.3257, 2.4830], [26.6390, 2.8423, 2.3786], [25.3294, 2.8716, -0.3245], [27.1310, 2.8682, -0.2920], [25.4351, 5.2339, -1.5533], [27.1039, 4.8489, -1.5057], [26.6846, 6.2467, -0.6659], [24.0646, 1.8460, 1.5896], [24.3402, 2.6138, 2.9728], [21.0443, 2.2002, 2.3531], [21.5128, 1.9835, 0.8793], [21.6091, 0.4526, 0.6469], [21.9442, 0.2194, -0.7533], [22.5742, -1.0151, -0.9757], [20.3825, 2.5211, 0.0873], [21.7979, 1.7657, 3.0141], [20.1763, 1.6087, 2.6569], [20.7948, 3.2428, 2.5399], [22.4437, 2.4961, 0.6502], [20.7149, -0.0934, 0.9521], [22.4344, 0.1044, 1.2756], [23.5553, -1.0243, -0.4919], [22.7797, -1.1289, -2.0401], [21.9626, -1.8434, -0.6116], [20.5230, 2.1406, -0.8431], [19.5633, 2.0435, 0.4444], [23.3953, 0.8720, 8.6249], [22.7256, 1.5593, 8.6699], [23.8590, 1.0424, 7.7947], [24.5481, 3.9807, 4.4941], [25.1440, 3.4776, 5.0557], [23.6687, 3.6929, 4.7571]], "forces_ev_per_angstrom": [[1.51, -0.28, 0.11], [-3.38, 0.69, -0.73], [0.96, -0.45, 0.32], [0.12, 0.69, 0.12], [0.05, -0.62, 0.03], [0.85, -0.03, 0.48], [-1.58, 0.72, 0.26], [-1.28, -1.09, -2.28], [0.95, -0.23, 0.82], [0.06, 0.28, 0.05], [0.28, 0.02, 0.36], [0.58, 0.17, 0.53], [0.31, 0.09, -0.28], [-0.47, -0.19, 1.22], [0.18, 0.29, -0.45], [2.65, 0.05, 0.00], [-2.22, 0.32, -0.61], [0.34, 0.12, 0.10], [0.10, -0.49, -0.16], [-0.39, 0.16, -0.08], [-0.14, -0.41, -0.17], [-0.34, -0.22, 0.86], [-1.01, 1.31, 0.35], [0.06, -1.83, -1.12], [1.57, 1.34, 0.28], [0.27, 0.08, 0.02], [-0.38, -0.54, -0.10], [-0.13, -0.12, -0.09], [-0.01, 0.23, 0.07], [-0.68, 0.05, 1.69], [0.51, -0.24, -0.42], [0.56, -0.14, -1.25], [-0.55, 0.13, 0.82], [-0.24, 0.03, 0.01], [0.76, -0.23, -0.60], [0.09, 0.06, 0.13], [-0.03, 0.04, -0.18], [1.24, -1.67, 0.33], [-0.45, 1.59, -0.50], [-1.32, -0.45, 0.04], [0.41, 1.61, 1.41], [-0.03, -1.32, -0.43], [0.08, 0.16, 0.55], [0.23, -0.24, -0.06], [-0.79, 0.83, -0.27], [-0.39, 0.46, 0.63], [0.35, 0.08, -0.80], [-0.02, -0.53, -0.27], [0.83, -0.19, 0.52], [0.09, 0.08, 0.16], [-0.51, 0.02, -0.13], [-0.14, 0.10, -0.34], [0.35, -0.53, -0.35], [0.09, -0.04, -0.52], [1.40, 1.45, -1.33], [-0.37, -0.14, -0.01], [-1.01, -0.10, 0.67], [-0.01, -0.62, 0.50], [1.37, -0.20, -0.27], [-0.06, 0.09, -0.64], [0.17, -0.15, 0.08], [-0.36, -0.45, 0.32], [-0.43, 0.25, -0.05], [-0.10, 0.16, 0.09], [0.12, -0.26, -0.48], [0.15, -0.30, 0.12], [-0.52, 0.14, 0.51], [0.18, -0.47, 0.03], [-0.70, 0.26, 0.04], [-0.16, -0.01, -0.02], [0.51, 0.25, 0.01], [1.14, -0.72, -0.13], [-2.89, -0.96, 1.08], [1.68, 0.85, -0.65], [-0.55, 0.34, 0.85], [0.28, 0.20, 0.10], [0.81, -0.15, -0.59], [0.31, 0.73, 0.27], [-0.38, -0.07, -0.73], [0.43, 0.01, 0.11], [-0.12, 0.02, 0.02], [-0.26, 0.12, -0.19], [0.14, -0.33, 0.00], [0.03, -0.20, 0.28], [-0.33, 0.05, -0.06], [0.05, -0.17, -0.03], [-0.25, 0.25, -0.31], [-0.23, 0.10, -0.03], [-0.03, -0.40, 0.25], [-0.01, 0.13, -0.04], [0.02, 0.21, -0.10], [0.25, 0.31, -0.13], [-0.10, 0.02, 0.32], [-0.15, 0.04, 0.07]], "e_lumo_ha": 0.0673, "charge": -1, "orbital_gap_ev": 8.44, "homo_energy_ev": -6.61}

---

Question: What is the formula in the second record?
Answer: C25H32N3O2S